The following is a quantum chemistry calculation of a 2-piece molecular cluster, C5H16N3 overall in a non-equilibrium geometry, from the OMol25 dataset.

```
24
Properties=species:S:1:pos:R:3:forces:R:3:mulliken_charge:R:1
C -1.690456 -2.065269 -0.244769 1.4 1.9 1.4 -0.33
C -1.759334 -2.045828 -1.801212 -1.1 -1.1 0.0 -0.94
H -1.216202 -1.062163 0.208475 -0.8 -1.8 -1.1 -0.14
H -2.736841 -2.011912 0.188062 1.4 -0.7 -0.3 0.28
H -0.938957 -2.852260 0.197472 -2.1 1.1 -0.9 0.26
H -2.674293 -2.690056 -2.118574 1.5 1.5 0.2 0.27
H -0.906516 -2.512389 -2.262410 0.5 -0.5 0.1 0.37
H -1.739740 -1.053154 -2.304344 -1.0 -0.6 0.4 0.38
C 2.159526 1.161268 0.953113 4.0 -1.5 3.0 -0.63
C 1.785715 0.005078 2.001449 -0.8 1.4 1.6 -0.75
C 0.050434 1.567175 -0.364686 3.6 -1.6 2.6 0.39
N 1.436173 1.205807 -0.259304 -5.3 1.8 0.3 -0.07
N -0.564053 2.211244 0.689274 2.4 -0.4 -1.9 -0.30
N -0.653751 1.015616 -1.394179 -0.9 -0.1 -1.0 -0.38
H 2.350363 2.121989 1.457898 -1.0 -0.1 -0.2 0.31
H 3.258347 0.881452 0.828768 -1.3 0.5 -1.0 0.35
H 2.123749 0.202598 3.132187 -1.1 0.4 -2.5 0.29
H 2.252223 -0.959347 1.890753 0.2 -0.2 -1.1 0.32
H 1.805321 0.923106 -1.123803 0.7 -0.6 -1.0 0.27
H -0.078893 2.741986 1.426589 0.0 -0.7 -0.8 0.29
H -1.448088 1.861359 0.935254 -1.6 0.0 -0.1 0.25
H -0.776783 0.020413 -1.640176 1.0 0.4 1.4 0.02
H -0.729503 1.454978 -2.295791 -0.2 1.2 0.2 0.28
H 0.691552 -0.121697 1.899943 0.4 -0.2 0.7 0.20
```
Positions in Å, forces in eV/Å.

Summary:
- electronic energy (a.u.) = -364.0631
- Kohn-Sham gap (eV) = 10.4
- max |F| (eV Å⁻¹) = 5.62
- total charge = +1
- energy above the lowest of the compared OMol25 structures with the same formula, charge and spin (eV) = 3.0537